Arrangement one

One molecule with the formula C19H19N3O3S, computed with ωB97M-V/def2-TZVPD.

The HOMO-LUMO gap is 8.93 eV. As for the molar mass: 369.4 g mol⁻¹. As for the net charge: 0. Its HOMO energy is -8.35 eV. Its SMILES is Cc1ccc(OCc2nnc(S[C@H](C)C(=O)O)n2-c2ccccc2)cc1. As for the multiplicity: 1.

Each line ends with the natural charge from an NBO analysis.
Element x y z (Å)
C  -5.662  -2.834  0.949  -0.62
C  -4.722  -1.768  0.472  -0.05
C  -3.750  -2.034  -0.479  -0.18
C  -2.870  -1.056  -0.916  -0.32
C  -2.961  0.224  -0.393  0.36
O  -2.160  1.286  -0.742  -0.52
C  -1.229  1.134  -1.792  -0.12
C  -0.020  0.348  -1.411  0.29
N  0.200  -0.894  -1.729  -0.27
N  1.393  -1.261  -1.244  -0.33
C  1.905  -0.223  -0.638  0.18
S  3.434  -0.182  0.185  0.28
C  3.828  -1.978  0.061  -0.42
C  3.113  -2.769  1.137  -0.62
C  5.334  -2.079  0.168  0.78
O  5.936  -2.477  1.125  -0.58
O  5.933  -1.663  -0.951  -0.68
N  1.051  0.846  -0.703  -0.40
C  1.252  2.143  -0.192  0.20
C  0.253  2.760  0.552  -0.25
C  0.465  4.035  1.045  -0.18
C  1.662  4.689  0.808  -0.21
C  2.654  4.068  0.067  -0.20
C  2.454  2.796  -0.438  -0.24
C  -3.929  0.506  0.570  -0.26
C  -4.794  -0.480  0.994  -0.20
H  -5.609  -3.712  0.311  0.21
H  -6.686  -2.466  0.957  0.22
H  -5.407  -3.134  1.966  0.22
H  -3.667  -3.028  -0.895  0.21
H  -2.113  -1.313  -1.640  0.25
H  -1.692  0.655  -2.662  0.22
H  -0.932  2.156  -2.051  0.22
H  3.505  -2.263  -0.942  0.28
H  2.038  -2.656  1.024  0.23
H  3.367  -3.822  1.042  0.22
H  3.418  -2.428  2.123  0.23
H  6.898  -1.712  -0.862  0.50
H  -0.677  2.247  0.737  0.25
H  -0.311  4.515  1.623  0.22
H  1.822  5.681  1.199  0.22
H  3.588  4.574  -0.123  0.22
H  3.220  2.312  -1.024  0.23
H  -3.986  1.507  0.969  0.22
H  -5.541  -0.248  1.739  0.21

---

Arrangement two

One molecule with the formula C19H19N3O3S, computed with ωB97M-V/def2-TZVPD.

The HOMO-LUMO gap is 9.07 eV. As for the molar mass: 369.4 g mol⁻¹. As for the net charge: 0. Its HOMO energy is -8.41 eV. Its SMILES is Cc1cccc(OCc2nnc(S[C@H](C)C(=O)O)n2-c2ccccc2)c1. As for the multiplicity: 1.

Each line ends with the natural charge from an NBO analysis.
Element x y z (Å)
C  -4.975  -0.761  1.850  -0.65
C  -4.419  -0.091  0.630  0.12
C  -4.981  -0.314  -0.618  -0.29
C  -4.483  0.340  -1.731  -0.18
C  -3.417  1.206  -1.613  -0.27
C  -2.832  1.431  -0.366  0.32
O  -1.804  2.331  -0.371  -0.50
C  -0.870  2.407  0.688  -0.10
C  0.406  1.731  0.319  0.30
N  1.558  2.320  0.176  -0.26
N  2.464  1.404  -0.191  -0.34
C  1.847  0.255  -0.277  0.19
S  2.582  -1.253  -0.690  0.30
C  4.303  -0.631  -0.746  -0.42
C  5.266  -1.807  -0.831  -0.61
C  4.566  0.174  0.516  0.81
O  4.176  -0.115  1.613  -0.61
O  5.382  1.193  0.262  -0.68
N  0.528  0.392  0.039  -0.40
C  -0.438  -0.638  0.102  0.10
C  -1.047  -1.087  -1.061  -0.15
C  -1.990  -2.095  -0.986  -0.21
C  -2.315  -2.654  0.238  -0.20
C  -1.696  -2.209  1.394  -0.21
C  -0.756  -1.197  1.332  -0.20
C  -3.348  0.785  0.750  -0.34
H  -5.755  -0.139  2.292  0.22
H  -5.416  -1.722  1.596  0.22
H  -4.201  -0.914  2.598  0.21
H  -5.812  -0.996  -0.717  0.21
H  -4.927  0.170  -2.701  0.21
H  -3.014  1.725  -2.468  0.22
H  -0.646  3.467  0.837  0.23
H  -1.263  1.989  1.619  0.19
H  4.393  0.027  -1.613  0.25
H  5.043  -2.411  -1.708  0.22
H  6.287  -1.439  -0.904  0.23
H  5.174  -2.428  0.057  0.23
H  5.513  1.730  1.060  0.50
H  -0.782  -0.644  -2.009  0.23
H  -2.472  -2.443  -1.886  0.22
H  -3.051  -3.442  0.291  0.22
H  -1.942  -2.652  2.347  0.22
H  -0.259  -0.843  2.224  0.23
H  -2.934  0.948  1.734  0.21

---

Which one sits at the top of the stability order? arrangement one does.

---

Arrangement one

A 15-piece molecular cluster, ClH28O18 overall, computed with ωB97M-V/def2-TZVPD.

The HOMO-LUMO gap is 8.60 eV. As for the molar mass: 351.7 g mol⁻¹. As for the net charge: -1. Its HOMO energy is -6.53 eV. As for the multiplicity: 1.

Each line ends with the natural charge from an NBO analysis.
Element x y z (Å)
Cl  -18.105  8.833  -35.035  2.38
O  -17.402  8.790  -33.706  -0.81
O  -18.492  7.436  -35.468  -0.85
O  -19.342  9.690  -34.945  -0.84
O  -17.123  9.508  -35.973  -0.78
O  -20.636  9.111  -32.534  -0.97
H  -20.083  9.493  -33.188  0.50
H  -20.214  8.454  -32.014  0.47
O  -19.020  6.024  -33.070  -0.99
H  -19.774  6.416  -33.527  0.50
H  -19.281  5.081  -32.978  0.47
O  -14.280  9.941  -36.111  -0.97
H  -13.869  10.509  -35.439  0.47
H  -15.007  9.555  -35.674  0.50
O  -17.605  10.330  -31.248  -0.93
H  -18.034  9.874  -30.520  0.44
H  -17.683  9.706  -31.974  0.48
O  -21.120  7.026  -34.159  -0.93
H  -20.817  7.901  -34.035  0.51
H  -21.604  6.747  -33.382  0.47
O  -15.132  7.813  -34.642  -0.97
H  -16.069  7.896  -34.848  0.46
H  -15.210  7.324  -33.777  0.49
O  -15.599  12.381  -35.532  -0.92
H  -15.584  11.706  -36.231  0.48
H  -14.848  12.939  -35.765  0.44
O  -17.969  11.579  -33.754  -0.93
H  -18.726  11.895  -33.253  0.44
H  -18.402  10.933  -34.354  0.45
O  -15.228  8.411  -31.748  -0.96
H  -15.865  7.800  -31.419  0.50
H  -14.401  7.916  -31.877  0.46
O  -15.283  10.873  -33.034  -0.95
H  -15.444  9.913  -32.803  0.50
H  -14.369  11.004  -32.784  0.43
O  -16.198  5.939  -36.617  -0.97
H  -15.297  6.196  -36.834  0.49
H  -16.740  6.699  -36.393  0.49
O  -19.062  4.861  -35.853  -0.95
H  -19.755  4.825  -35.253  0.45
H  -18.756  5.773  -35.950  0.49
O  -17.184  6.706  -30.981  -0.97
H  -17.783  6.651  -31.723  0.51
H  -17.601  6.347  -30.221  0.47
O  -16.614  5.510  -34.010  -1.00
H  -17.519  5.524  -33.703  0.47
H  -16.643  5.304  -34.924  0.49

---

Arrangement two

A 15-piece molecular cluster, ClH28O18 overall, computed with ωB97M-V/def2-TZVPD.

The HOMO-LUMO gap is 9.62 eV. As for the molar mass: 351.7 g mol⁻¹. As for the net charge: -1. Its HOMO energy is -7.67 eV. As for the multiplicity: 1.

Each line ends with the natural charge from an NBO analysis.
Element x y z (Å)
Cl  -14.225  -1.074  21.636  2.47
O  -14.685  -1.971  22.710  -0.83
O  -13.958  0.278  22.209  -0.85
O  -12.996  -1.617  21.051  -0.81
O  -15.342  -0.953  20.654  -0.91
O  -11.466  0.868  24.275  -0.97
H  -11.364  0.448  23.450  0.49
H  -11.828  1.730  24.051  0.48
O  -11.026  0.038  19.207  -1.00
H  -11.990  0.366  19.353  0.51
H  -10.824  0.215  18.286  0.48
O  -10.444  -0.798  22.201  -0.97
H  -10.982  -0.798  21.421  0.49
H  -10.762  -1.489  22.770  0.49
O  -12.774  3.190  22.082  -0.97
H  -12.155  2.694  21.539  0.46
H  -13.590  2.659  21.970  0.50
O  -13.705  -1.803  18.218  -0.97
H  -13.048  -1.931  18.947  0.50
H  -14.052  -0.929  18.340  0.46
O  -12.567  -1.624  24.707  -0.99
H  -13.132  -1.885  23.967  0.48
H  -12.412  -0.703  24.652  0.49
O  -15.339  2.265  21.044  -0.97
H  -16.102  2.592  20.510  0.50
H  -15.564  1.340  21.243  0.51
O  -15.708  -0.084  17.835  -0.95
H  -15.421  0.479  17.115  0.47
H  -15.320  0.263  18.621  0.48
O  -10.949  -2.671  19.298  -0.96
H  -10.263  -3.021  19.851  0.46
H  -10.731  -1.742  19.405  0.48
O  -15.359  -3.817  20.833  -0.98
H  -15.355  -3.083  21.457  0.47
H  -16.045  -3.562  20.232  0.48
O  -13.546  -5.312  22.130  -0.97
H  -12.882  -5.666  21.518  0.46
H  -14.036  -4.635  21.695  0.50
O  -16.539  -3.167  18.494  -0.93
H  -17.311  -2.714  18.838  0.45
H  -15.841  -2.630  18.824  0.49
O  -13.516  1.300  19.327  -0.98
H  -14.133  1.771  19.865  0.51
H  -13.142  1.982  18.830  0.47
O  -17.697  0.519  20.137  -0.97
H  -16.878  0.001  20.250  0.49
H  -17.899  0.393  19.208  0.47

---

Which one sits at the top of the stability order? arrangement two does.

---

Arrangement one

A 5-piece molecular cluster, CH10O5 overall, computed with ωB97M-V/def2-TZVPD.

The HOMO-LUMO gap is 10.55 eV. As for the molar mass: 102.1 g mol⁻¹. As for the net charge: 0. Its HOMO energy is -10.68 eV. Its SMILES is C=O.O.O.O.O. As for the multiplicity: 1.

Each line ends with the natural charge from an NBO analysis.
Element x y z (Å)
C  3.115  1.435  1.086  0.24
O  2.921  1.033  -0.168  -0.51
H  4.058  2.009  1.415  0.13
H  2.459  1.246  1.989  0.13
O  -0.264  -0.208  3.060  -0.94
H  0.242  0.196  2.428  0.46
H  -1.229  -0.053  2.793  0.48
O  -2.018  -1.132  0.245  -0.95
H  -2.841  -1.559  0.363  0.47
H  -1.406  -1.892  0.092  0.49
O  0.836  -1.787  -2.288  -0.92
H  0.498  -1.832  -3.182  0.46
H  1.024  -0.895  -2.329  0.46
O  -2.429  0.885  -2.145  -0.94
H  -2.252  0.744  -1.234  0.48
H  -2.712  1.812  -2.125  0.46

---

Arrangement two

A 5-piece molecular cluster, CH10O5 overall, computed with ωB97M-V/def2-TZVPD.

The HOMO-LUMO gap is 10.96 eV. As for the molar mass: 102.1 g mol⁻¹. As for the net charge: 0. Its HOMO energy is -10.68 eV. Its SMILES is C=O.O.O.O.O. As for the multiplicity: 1.

Each line ends with the natural charge from an NBO analysis.
Element x y z (Å)
C  -0.362  0.449  -1.667  0.27
O  -1.489  0.932  -1.343  -0.55
H  -0.037  -0.570  -1.335  0.14
H  0.226  0.941  -2.494  0.14
O  -2.568  -1.467  0.362  -0.96
H  -2.427  -0.762  -0.243  0.49
H  -3.106  -2.112  -0.126  0.47
O  0.083  -2.299  1.237  -0.96
H  -0.888  -2.290  1.269  0.50
H  0.204  -3.219  0.938  0.47
O  2.633  3.095  -0.244  -0.92
H  2.483  4.023  -0.199  0.46
H  2.032  2.756  0.341  0.47
O  1.464  0.308  1.051  -0.97
H  0.872  -0.549  0.794  0.50
H  0.879  0.763  1.658  0.46

---

Which one sits at the top of the stability order? arrangement two does.

---

Arrangement one

C28H40AsCaClN5O5S2 as an isolated structure, computed with ωB97M-V/def2-TZVPD.

The HOMO-LUMO gap is 7.35 eV. As for the molar mass: 741.2 g mol⁻¹. As for the net charge: -1. Its HOMO energy is -4.94 eV. As for the multiplicity: 1.

Each line ends with the Mulliken charge.
Element x y z (Å)
Ca  -0.394  -0.168  -0.123  1.00
O  -1.093  2.053  1.218  -0.28
S  -1.275  2.364  -0.221  0.47
O  -1.741  3.699  -0.507  -0.76
O  0.048  2.051  -0.883  -0.67
O  -2.187  1.282  -0.748  -0.36
C  3.547  3.674  5.051  -1.11
C  2.094  4.115  5.166  -0.87
N  1.179  3.205  4.489  0.32
C  0.547  3.675  3.253  -0.72
C  1.511  3.835  2.090  -0.80
C  0.871  2.056  5.130  0.37
O  1.252  1.814  6.272  -0.68
C  0.042  1.038  4.399  0.23
C  -1.132  0.553  4.950  -0.53
C  -1.821  -0.441  4.278  -1.14
C  -1.298  -0.926  3.089  -0.26
N  -0.156  -0.483  2.558  -0.06
C  0.487  0.485  3.209  0.12
H  4.204  4.390  5.549  0.38
H  3.846  3.596  4.006  0.27
H  3.678  2.701  5.523  0.31
H  1.956  5.100  4.717  0.42
H  1.809  4.177  6.218  0.44
H  0.074  4.637  3.478  0.28
H  -0.247  2.994  2.961  0.39
H  2.278  4.587  2.297  0.42
H  0.952  4.142  1.206  0.34
H  2.003  2.892  1.848  0.02
H  -1.493  0.953  5.890  0.47
H  -2.749  -0.842  4.661  0.43
H  -1.805  -1.711  2.543  0.60
H  1.402  0.841  2.750  0.07
C  1.552  -5.100  -1.415  -0.62
C  0.760  -4.445  -2.349  -0.70
C  0.258  -3.176  -2.063  -0.38
C  0.501  -2.478  -0.865  1.13
C  1.296  -3.198  0.049  -1.18
C  1.814  -4.467  -0.205  -0.41
H  1.950  -6.088  -1.621  0.30
H  0.532  -4.923  -3.298  0.40
H  -0.366  -2.714  -2.831  -0.16
H  1.545  -2.741  1.005  0.27
H  2.423  -4.966  0.543  0.35
S  2.845  0.039  0.726  -0.40
C  2.955  -0.101  -0.960  0.16
N  2.452  0.832  -1.777  0.09
C  2.457  0.705  -3.224  -0.70
C  2.373  -0.761  -3.606  0.35
C  3.480  -1.539  -2.918  -0.82
N  3.575  -1.159  -1.512  -0.15
H  1.845  1.531  -1.353  0.32
H  3.364  1.160  -3.638  0.35
H  1.600  1.264  -3.599  0.19
H  2.454  -0.883  -4.688  0.48
H  1.410  -1.154  -3.283  -0.52
H  4.441  -1.360  -3.412  0.41
H  3.265  -2.608  -2.961  0.34
H  3.775  -1.885  -0.843  0.30
Cl  -4.014  -5.075  -1.260  -0.25
C  -3.961  -3.454  -0.638  0.14
C  -5.125  -2.726  -0.479  -0.29
C  -5.019  -1.437  0.015  -0.80
C  -3.763  -0.933  0.315  -0.54
N  -2.646  -1.647  0.157  0.42
C  -2.738  -2.891  -0.308  -0.70
H  -6.080  -3.159  -0.743  0.43
H  -5.895  -0.818  0.151  0.41
H  -3.631  0.084  0.662  0.48
H  -1.812  -3.439  -0.436  0.56
C  -1.054  -0.698  -5.144  -1.31
As  -1.395  0.051  -3.354  1.18
C  -3.278  -0.461  -3.225  -1.18
C  -1.652  1.907  -3.908  -1.31
H  -1.827  -0.403  -5.856  0.46
H  -1.018  -1.786  -5.081  0.37
H  -0.086  -0.345  -5.504  0.32
H  -3.811  -0.230  -4.149  0.55
H  -3.708  0.102  -2.398  0.22
H  -3.361  -1.529  -3.015  0.25
H  -2.489  1.989  -4.604  0.43
H  -0.745  2.267  -4.396  0.37
H  -1.839  2.509  -3.022  0.26

---

Arrangement two

C28H40AsCaClN5O5S2 as an isolated structure, computed with ωB97M-V/def2-TZVPD.

The HOMO-LUMO gap is 7.55 eV. As for the molar mass: 741.2 g mol⁻¹. As for the net charge: -1. Its HOMO energy is -5.03 eV. As for the multiplicity: 1.

Each line ends with the Mulliken charge.
Element x y z (Å)
Ca  -1.231  -0.689  0.712  1.83
O  -4.627  1.184  2.086  -0.74
S  -3.493  0.282  2.018  1.19
O  -3.349  -0.609  3.178  -0.63
O  -2.188  1.049  1.874  -0.80
O  -3.533  -0.559  0.756  -0.74
C  6.496  -0.162  1.144  -1.07
C  6.081  1.146  1.803  -0.87
N  4.643  1.220  2.042  0.30
C  3.875  2.139  1.207  -1.12
C  3.816  1.733  -0.255  -0.48
C  4.163  0.543  3.113  0.38
O  4.901  -0.034  3.903  -0.67
C  2.679  0.492  3.317  0.61
C  2.140  0.854  4.544  -0.42
C  0.773  0.749  4.731  -1.27
C  -0.011  0.249  3.701  -0.43
N  0.513  -0.152  2.537  0.50
C  1.822  -0.011  2.348  -0.72
H  7.571  -0.167  0.954  0.38
H  5.975  -0.305  0.197  0.23
H  6.261  -0.998  1.801  0.31
H  6.347  1.995  1.171  0.41
H  6.596  1.257  2.758  0.43
H  4.340  3.128  1.298  0.36
H  2.871  2.227  1.615  0.50
H  4.812  1.713  -0.703  0.37
H  3.211  2.447  -0.813  0.46
H  3.359  0.752  -0.387  -0.11
H  2.793  1.214  5.328  0.49
H  0.307  1.048  5.660  0.45
H  -1.090  0.167  3.791  0.45
H  2.195  -0.325  1.377  0.33
C  2.749  -0.180  -3.024  -0.29
C  2.646  -1.291  -2.193  -0.54
C  1.630  -1.356  -1.239  -0.62
C  0.658  -0.351  -1.053  0.29
C  0.833  0.760  -1.901  -0.55
C  1.835  0.854  -2.866  -0.52
H  3.535  -0.118  -3.770  0.34
H  3.358  -2.106  -2.290  0.32
H  1.578  -2.263  -0.638  -0.03
H  0.139  1.597  -1.823  0.03
H  1.906  1.736  -3.498  0.20
S  -1.515  -3.148  -1.545  -0.46
C  -1.628  -2.089  -2.861  0.32
N  -0.588  -1.874  -3.675  -0.07
C  -0.586  -0.901  -4.759  -0.78
C  -1.622  0.176  -4.489  0.34
C  -2.957  -0.479  -4.183  -0.85
N  -2.785  -1.470  -3.134  -0.10
H  0.296  -2.195  -3.309  0.26
H  -0.796  -1.405  -5.709  0.41
H  0.411  -0.471  -4.812  0.35
H  -1.716  0.837  -5.352  0.48
H  -1.308  0.765  -3.626  -0.49
H  -3.366  -0.952  -5.083  0.39
H  -3.681  0.258  -3.835  0.19
H  -3.493  -1.575  -2.424  0.26
Cl  -4.404  -5.494  1.792  -0.26
C  -3.192  -4.476  2.504  0.02
C  -3.042  -4.424  3.875  -0.32
C  -2.058  -3.595  4.379  -0.78
C  -1.288  -2.860  3.496  -0.21
N  -1.433  -2.907  2.172  -0.04
C  -2.384  -3.705  1.685  -0.13
H  -3.683  -5.008  4.521  0.42
H  -1.901  -3.500  5.444  0.40
H  -0.513  -2.206  3.868  0.48
H  -2.537  -3.714  0.614  0.33
C  -3.151  3.131  -3.085  -1.24
As  -3.061  1.908  -1.529  0.70
C  -4.984  1.612  -1.330  -1.20
C  -2.883  3.343  -0.212  -1.15
H  -3.744  4.013  -2.839  0.44
H  -3.604  2.632  -3.944  0.38
H  -2.144  3.446  -3.365  0.33
H  -5.528  2.555  -1.411  0.39
H  -5.142  1.174  -0.345  0.29
H  -5.345  0.919  -2.093  0.35
H  -3.715  4.044  -0.305  0.39
H  -1.944  3.872  -0.386  0.36
H  -2.867  2.903  0.782  0.24

---

Which one sits at the top of the stability order? arrangement one does.